Run w
Formula: C2H5N3S
Source: the Open Molecules 2025 dataset
Level of theory: ωB97M-V/def2-TZVPD

The HOMO-LUMO gap is 8.575 eV. The HOMO energy comes out at -19.413 eV. The value obtained for the LUMO energy is -0.39828 Eh. The net charge is +2.

XYZ file:
```
11
Properties=species:S:1:pos:R:3:nbo_charge:R:1
C -0.431 0.544 1.317 0.46
C 0.598 0.301 -1.194 0.39
N -0.787 -0.671 1.269 -0.62
N 0.321 1.174 -0.294 -0.52
N 0.301 -0.981 -1.123 -0.69
S -0.693 -1.822 0.035 0.88
H -0.400 1.290 2.095 0.31
H 1.125 0.656 -2.092 0.30
H -1.253 -1.051 2.117 0.52
H 0.555 2.159 -0.278 0.49
H 0.664 -1.598 -1.852 0.49
```


Run x
Formula: C2H5N3S
Source: the Open Molecules 2025 dataset
Level of theory: ωB97M-V/def2-TZVPD

The HOMO-LUMO gap (alpha / beta) is 8.853 / 8.853 eV. The HOMO energy (alpha / beta) comes out at -20.772 / -20.772 eV. The value obtained for the LUMO energy (alpha / beta) is -0.43802 / -0.43800 Eh. The net charge is +2.

XYZ file:
```
11
Properties=species:S:1:pos:R:3:nbo_charge:R:1
C -0.182 1.047 -0.897 0.31
C -0.386 -1.215 -0.211 0.05
N -0.617 1.371 0.258 -0.58
N -0.008 -0.358 -1.103 -0.46
N 0.656 -0.713 1.865 -0.80
S -0.780 -0.719 1.493 1.40
H 0.052 1.721 -1.725 0.28
H -0.159 -2.284 -0.563 0.33
H -0.876 2.242 0.648 0.46
H 0.661 -0.494 -1.880 0.49
H 1.639 -0.597 2.114 0.52
```


Most favorable first, least favorable last: run w, run x


Run w
Formula: C6H6N2O
Source: the Open Molecules 2025 dataset
Level of theory: ωB97M-V/def2-TZVPD

The HOMO-LUMO gap is 8.838 eV. The HOMO energy comes out at -9.414 eV. The value obtained for the LUMO energy is -0.02115 Eh. Its SMILES is CO/C(C#N)=C(/C)C#N.

XYZ file:
```
15
Properties=species:S:1:pos:R:3:nbo_charge:R:1
C -0.582 1.821 -0.879 0.25
C -0.079 -1.402 0.909 0.20
C -0.536 0.886 0.190 -0.09
C 0.126 -0.330 -0.030 0.22
C -1.491 1.202 1.317 -0.61
C 1.832 -1.400 -1.210 -0.24
N -1.046 2.640 -1.547 -0.28
N -0.307 -2.306 1.583 -0.25
O 0.934 -0.311 -1.142 -0.46
H -2.288 1.737 0.936 0.24
H -1.059 2.015 2.005 0.23
H -1.739 0.313 1.796 0.23
H 2.065 -1.500 -2.321 0.20
H 1.420 -2.229 -0.815 0.18
H 2.749 -1.136 -0.791 0.18
```


Run x
Formula: C6H6N2O
Source: the Open Molecules 2025 dataset
Level of theory: ωB97M-V/def2-TZVPD

The HOMO-LUMO gap is 9.156 eV. The HOMO energy comes out at -8.701 eV. The value obtained for the LUMO energy is 0.01671 Eh. Its SMILES is N#C[C@]1(O)C=CC=CN1.

XYZ file:
```
15
Properties=species:S:1:pos:R:3:nbo_charge:R:1
C 1.809 1.435 -0.057 0.26
C -1.211 -0.074 1.071 -0.12
C -1.147 -1.457 0.530 -0.36
C -0.393 0.955 0.641 -0.30
C -0.037 -1.698 -0.177 0.06
C 0.569 0.722 -0.434 0.25
N 2.827 1.861 0.327 -0.30
N 0.858 -0.725 -0.518 -0.56
O 0.233 1.236 -1.761 -0.70
H -1.856 0.221 1.785 0.20
H -1.799 -2.270 0.939 0.23
H -0.665 1.939 1.045 0.24
H 0.192 -2.749 -0.376 0.22
H 1.369 -0.821 -1.367 0.41
H -0.749 1.425 -1.648 0.48
```


Most favorable first, least favorable last: run x, run w


Run w
Formula: C2H2F3NO2
Source: the Open Molecules 2025 dataset
Level of theory: ωB97M-V/def2-TZVPD

The HOMO-LUMO gap is 11.725 eV. The HOMO energy comes out at -12.193 eV. The value obtained for the LUMO energy is -0.01721 Eh.

XYZ file:
```
10
Properties=species:S:1:pos:R:3:nbo_charge:R:1
C 0.050 0.279 0.945 0.22
C 0.032 -1.203 0.324 0.52
N -1.262 0.917 0.952 0.50
O -1.837 0.904 -0.093 -0.38
O -1.688 1.312 1.962 -0.31
F 0.582 0.176 2.235 -0.32
F 0.168 -2.073 1.368 -0.31
F 1.156 -1.370 -0.426 -0.34
H 0.890 1.103 0.270 0.24
H -0.720 -1.410 -0.462 0.18
```


Run x
Formula: C2H2F3NO2
Source: the Open Molecules 2025 dataset
Level of theory: ωB97M-V/def2-TZVPD

The HOMO-LUMO gap (alpha / beta) is 9.074 / 7.049 eV. The HOMO energy (alpha / beta) comes out at -9.677 / -8.303 eV. The value obtained for the LUMO energy (alpha / beta) is -0.02214 / -0.04609 Eh.

XYZ file:
```
10
Properties=species:S:1:pos:R:3:nbo_charge:R:1
C 0.811 0.718 -0.755 0.75
C -1.716 -0.273 -0.561 0.78
N 1.061 -0.056 0.276 -0.39
O 1.002 1.583 -1.527 -0.43
O 2.356 0.030 0.922 -0.53
F -1.617 0.068 0.745 -0.38
F -1.476 -1.605 -0.559 -0.37
F -3.032 -0.110 -0.972 -0.35
H 0.464 -0.798 0.644 0.45
H 2.146 0.444 1.788 0.48
```


Most favorable first, least favorable last: run w, run x


Run w
Formula: CH2F3NOS
Source: the Open Molecules 2025 dataset
Level of theory: ωB97M-V/def2-TZVPD

The HOMO-LUMO gap is 10.058 eV. The HOMO energy comes out at -11.481 eV. The value obtained for the LUMO energy is -0.05232 Eh. Its SMILES is N#S(=O)C(F)F.F.

XYZ file:
```
9
Properties=species:S:1:pos:R:3:nbo_charge:R:1
C -0.678 -1.705 -0.182 0.45
N 0.769 0.857 0.358 -0.87
O 1.273 -1.180 1.937 -0.84
F -0.385 -1.311 -1.415 -0.30
F -1.764 -1.080 0.370 -0.32
F 0.868 3.093 -1.466 -0.59
S 0.663 -0.502 0.802 1.68
H -0.801 -2.834 -0.109 0.21
H 0.797 2.233 -1.009 0.58
```


Run x
Formula: CH2F3NOS
Source: the Open Molecules 2025 dataset
Level of theory: ωB97M-V/def2-TZVPD

The HOMO-LUMO gap (alpha / beta) is 8.416 / 8.485 eV. The HOMO energy (alpha / beta) comes out at -10.148 / -10.145 eV. The value obtained for the LUMO energy (alpha / beta) is -0.06364 / -0.06101 Eh.

XYZ file:
```
9
Properties=species:S:1:pos:R:3:nbo_charge:R:1
C 1.022 0.525 -0.039 0.38
N -1.641 -0.529 -1.580 -0.24
O -0.452 -1.465 1.086 -0.87
F 0.571 1.322 -1.044 -0.32
F 1.664 -0.510 -0.494 -0.30
F 0.188 0.633 2.396 -0.53
S -0.493 -0.041 1.022 1.49
H 1.659 1.001 0.701 0.15
H -2.518 -0.936 -2.047 0.24
```


Most favorable first, least favorable last: run w, run x